A structure of composition C26H35AlF3N7O2 in a non-equilibrium geometry, computed with ωB97M-V/def2-TZVPD.

calculated total energy	-56803.3033	eV
orbital gap	5.2	eV
total charge	-2
highest occupied orbital energy	-0.5	eV
energy relative to the best compared isomer or geometry (same formula, charge and spin)	0.1666	eV

Last column: Löwdin charge in e.
Cartesian coordinates (Å):
Al: -1.3083 0.7359 0.2314  0.303
F: 0.3165 -8.0386 -0.8236  0.062
F: -1.8216 -8.0363 -0.8561  0.077
F: -0.7772 -8.2179 1.0190  0.093
O: -1.1228 -1.1841 -1.0083  -0.118
O: -2.8418 -1.2607 -2.5342  -0.043
N: -2.9000 0.0337 -0.5924  0.028
N: -2.5608 -1.2096 -1.1291  -0.096
N: -4.1387 1.8932 -0.1265  -0.020
N: -4.8822 0.3440 -1.7747  0.060
N: 0.3523 -0.6391 2.1436  0.040
N: -0.5102 2.2195 -0.2585  0.011
N: -3.0426 2.1344 0.7347  -0.002
C: 0.1527 3.5847 2.3117  -0.078
C: 0.5625 2.8940 -0.6369  -0.289
C: -0.7716 -7.5206 -0.1402  -0.561
C: -0.8946 -3.9176 -1.0891  -0.023
C: -0.5247 -0.8353 1.2199  -0.210
C: 2.3641 -1.4639 0.9635  -0.039
C: 1.4401 2.4583 -1.6919  -0.157
C: -1.1487 5.2858 0.9328  -0.076
C: 1.6466 -1.2679 2.3054  -0.634
C: 2.4467 -0.2329 3.1255  -0.077
C: 1.8515 4.9732 -0.6033  -0.105
C: 1.3479 1.0357 -2.1852  -0.388
C: 2.3695 3.3178 -2.2285  -0.094
C: 0.2214 4.6623 1.2280  -0.382
C: -0.9104 -5.2741 -1.1605  -0.046
C: 1.6483 -2.5984 3.0763  -0.065
C: -0.7323 -3.2286 0.1547  -0.169
C: 2.7263 0.3851 -2.3088  -0.087
C: -0.6994 -5.4167 1.2463  -0.049
C: 2.5778 4.5928 -1.7196  -0.151
C: 0.8894 4.1598 -0.0402  -0.167
C: -0.6981 -4.0532 1.3203  -0.058
C: -0.6826 -1.8350 0.1777  -0.267
C: -4.0037 0.6978 -0.8943  -0.523
C: 0.6086 0.9258 -3.5209  -0.063
C: -0.7795 -6.0670 0.0001  -0.185
H: -0.7339 -3.5645 2.2817  0.096
H: 2.0094 -0.1258 4.1159  0.067
H: 0.8556 5.4737 1.6227  0.115
H: 1.3484 -3.4131 2.4238  0.048
H: -0.9910 -3.3260 -1.9864  0.102
H: 1.1553 3.2018 2.4929  0.075
H: 2.9724 2.9984 -3.0718  0.094
H: -0.2440 3.9870 3.2468  0.065
H: -2.2109 2.5724 0.2775  0.020
H: 3.3661 -1.8663 1.1224  0.078
H: 1.1257 1.5073 -4.2880  0.067
H: -4.3325 2.6779 -0.7527  0.121
H: -1.7942 4.5566 0.4541  0.048
H: 2.6204 -0.6913 -2.4183  0.073
H: 0.7669 0.4741 -1.4415  0.093
H: 3.2533 0.7625 -3.1835  0.059
H: -3.7353 -0.8573 -2.5759  0.030
H: -5.6438 1.0125 -1.8525  0.020
H: 2.6530 -2.8032 3.4492  0.067
H: 0.5651 -0.1149 -3.8434  0.072
H: -1.6254 5.6441 1.8476  0.063
H: 3.3082 5.2574 -2.1695  0.068
H: 2.0508 5.9435 -0.1497  0.091
H: 0.9700 -2.5472 3.9264  0.074
H: 3.3292 0.5865 -1.4265  0.070
H: -3.3435 2.6724 1.5426  0.102
H: -0.4105 1.2950 -3.4207  0.077
H: -0.6761 -6.0152 2.1514  0.105
H: 2.3868 0.7292 2.6234  0.065
H: 2.4395 -0.5068 0.4527  0.069
H: -1.0266 6.1312 0.2551  0.069
H: 3.4942 -0.5209 3.2255  0.064
H: 1.7966 -2.1425 0.3317  0.071
H: -1.0091 -5.7728 -2.1173  0.110
H: -0.4604 2.7473 1.9827  0.038

Cartesian forces (eV/Å) of the 6 atoms listed first:
Al -0.1 -0.6 0.0
F 0.0 0.3 0.0
F -0.2 0.2 0.0
F 0.0 0.2 0.4
O 0.1 0.6 -0.6
O 0.9 0.2 0.1

A cluster of 3 separate species, C26H35BrF7IN2O2S in total in a non-equilibrium geometry, computed with ωB97M-V/def2-TZVPD.

calculated total energy	-142586.8769	eV
orbital gap	6.8	eV
total charge	0
SMILES string	O=C(I)Cc1c(Br)c(C[C@H]2CO2)c2nsnc2c1C(F)(F)C(F)(F)C(F)(F)F.CCCCCC.CCCCCC
highest occupied orbital energy	-9.1	eV

Last column: Löwdin charge in e.
Cartesian coordinates (Å):
I: -0.7851 -1.7662 6.8298  0.743
Br: -3.6288 -4.0063 3.6324  0.662
S: -1.0559 -3.7285 -3.1048  0.906
F: 1.3168 -0.4353 2.0217  0.025
F: -0.9877 3.0118 0.3898  0.017
F: 1.3237 2.6787 0.8740  0.039
F: -1.5890 0.3462 -0.0455  0.012
F: 1.6463 -1.0791 -0.2491  -0.011
F: 0.3579 0.9768 -1.2814  0.036
F: -0.4697 1.8804 2.4236  0.049
O: -6.6533 -4.5646 0.8569  -0.283
O: -0.0049 -3.6636 4.5004  -0.109
N: -2.2045 -4.5744 -2.0882  -0.267
N: -0.2890 -2.5835 -2.0108  -0.280
C: -0.5227 -1.8551 0.7746  0.038
C: -2.6060 5.4890 -1.3856  -0.271
C: -1.4446 5.8656 -0.4790  -0.124
C: 4.7743 -1.9897 0.9780  -0.272
C: 0.5942 -0.6576 0.7507  -0.162
C: -2.2831 5.6555 -2.8730  -0.227
C: 7.6071 -3.2976 1.1355  -0.275
C: 8.5074 -2.0971 1.3830  -0.118
C: -1.9619 7.0900 -3.3108  -0.229
C: -0.8494 -2.7009 -0.6112  -0.123
C: 3.8551 -3.2011 0.9585  -0.114
C: -5.3768 -4.4379 -0.0368  -0.155
C: 6.7812 -3.1688 -0.1472  -0.230
C: -0.5888 -2.4888 4.7476  -0.693
C: -1.2432 -1.4962 3.5707  -0.180
C: -0.0292 2.0268 1.0177  -0.120
C: -2.5244 -3.4500 2.0170  -0.401
C: -1.3808 -2.2381 2.1167  -0.056
C: -3.0628 8.1131 -3.0183  -0.275
C: -6.7391 -5.3705 -0.5740  -0.015
C: -2.8197 -4.2565 0.6070  -0.113
C: -4.3584 7.8162 -3.7573  -0.117
C: -1.9697 -3.8951 -0.7475  -0.204
C: -3.9803 -5.4239 0.4717  -0.104
C: -0.1246 0.6674 0.1093  -0.085
C: 5.7951 -1.9941 -0.1632  -0.226
H: -4.1946 7.8022 -4.8395  0.076
H: 4.1616 -1.0837 0.8956  0.092
H: -0.7283 -0.4462 3.5534  0.110
H: -1.4250 5.0176 -3.1248  0.111
H: 7.4607 -3.0625 -1.0009  0.108
H: -2.8694 4.4406 -1.2002  0.100
H: -3.2527 8.1749 -1.9431  0.098
H: -5.1024 8.5874 -3.5365  0.069
H: -0.5661 5.2482 -0.6978  0.067
H: -1.7169 5.7085 0.5691  0.070
H: -6.9799 -6.3415 0.0607  0.127
H: 3.1320 -3.1400 1.7775  0.068
H: -1.7546 7.0856 -4.3873  0.109
H: 3.2977 -3.2495 0.0163  0.071
H: -7.5630 -4.5778 -0.8969  0.116
H: -3.4892 6.0773 -1.1158  0.099
H: -2.3596 -1.3009 3.9473  0.113
H: 4.4118 -4.1340 1.0778  0.067
H: -5.1387 -3.3603 -0.6331  0.174
H: -4.7844 6.8535 -3.4590  0.066
H: 6.2374 -4.1050 -0.3113  0.099
H: 9.2037 -1.9549 0.5506  0.075
H: 6.9535 -3.4574 1.9977  0.098
H: -2.7064 9.1048 -3.3247  0.105
H: 8.2355 -4.1938 1.0563  0.105
H: 6.3496 -1.0488 -0.1442  0.100
H: -4.2910 -5.9161 1.4867  0.093
H: -1.1648 6.9159 -0.5940  0.067
H: 9.0939 -2.2486 2.2941  0.069
H: -1.0364 7.4211 -2.8282  0.100
H: 5.2809 -1.9278 1.9467  0.100
H: 5.2583 -2.0072 -1.1214  0.111
H: -3.1240 5.2714 -3.4618  0.100
H: -3.7855 -6.1737 -0.4053  0.113
H: 7.9301 -1.1767 1.5129  0.066

Cartesian forces (eV/Å) of the 6 atoms listed first:
I 0.1 -0.4 -1.5
Br 1.6 0.9 -2.1
S -0.5 1.0 5.0
F -2.5 -0.3 -3.8
F 3.3 -3.4 2.3
F -4.8 -2.7 1.0

A structure of composition C26H35CaO5S in a non-equilibrium geometry, computed with ωB97M-V/def2-TZVPD.

calculated total energy	-67039.2124	eV
orbital gap	4.7	eV
total charge	-1
highest occupied orbital energy	-2.9	eV
energy relative to the best compared isomer or geometry (same formula, charge and spin)	2.3651	eV

Last column: natural (NBO) charge in e.
Cartesian coordinates (Å):
Ca: 1.6418 -1.6712 -1.6170  1.789
S: 1.3845 -3.5422 1.8912  2.415
O: 2.3879 -4.4181 2.4158  -0.998
O: -1.2372 2.2035 -3.0518  -0.519
O: 1.8873 -2.6469 0.7948  -1.098
O: 1.1189 -2.3800 -3.5470  -0.649
O: 0.1681 -4.2172 1.4400  -1.023
C: 3.3235 0.1874 -0.1758  -0.412
C: -2.8508 3.8101 -2.0263  -0.634
C: -2.3124 3.1253 -3.3053  0.285
C: -0.4896 2.6804 -4.3083  -0.077
C: 0.6221 -1.9787 -4.9652  -0.074
C: -0.7318 -2.2834 5.1231  -0.214
C: -0.2966 -3.0193 4.0052  -0.177
C: 1.0155 -0.6546 4.7279  -0.165
C: 2.1336 -3.8292 -5.2625  -0.427
C: -1.2855 4.0131 -4.1854  -0.451
C: -3.3674 2.6139 -4.2288  -0.652
C: 0.7987 -2.5205 3.2543  -0.305
C: 2.1089 -3.4524 -3.7791  -0.134
C: 1.5174 -1.3934 3.6586  -0.209
C: 2.4482 1.3130 -1.9788  -0.393
C: -0.6968 -1.9749 -0.2349  -0.468
C: 1.2790 -2.8344 -6.0606  -0.432
C: 3.6396 0.7314 -1.4597  -0.405
C: -1.8594 -0.3174 -1.2926  -0.327
C: 1.3775 1.0582 -1.0544  -0.406
C: -0.4411 -0.4285 6.7653  -0.623
C: -0.0796 -1.1007 5.4776  -0.053
C: 1.9262 0.3718 0.0627  -0.402
C: -1.6528 0.1285 0.0510  -0.341
C: -1.1523 -1.5467 -1.5166  -0.473
C: -0.9907 -0.9336 0.7143  -0.315
H: 2.4824 -1.1967 3.2093  0.235
H: -0.4736 -1.8978 -5.1016  0.224
H: 0.5881 -3.4391 -6.6850  0.218
H: 0.6012 2.7292 -4.2438  0.199
H: 1.7569 -4.8223 -5.5003  0.218
H: 1.5311 0.2311 5.0728  0.190
H: 4.6218 0.7200 -1.9589  0.195
H: -3.2273 3.0477 -1.2852  0.240
H: -0.7939 2.0480 -5.1822  0.162
H: -1.9605 1.1025 0.4930  0.191
H: -1.0436 -2.1321 -2.4386  0.174
H: 3.0904 -3.7799 -5.7823  0.220
H: -0.7489 -4.0008 3.7886  0.245
H: -0.7533 -0.9790 1.7703  0.197
H: 1.9160 -2.2455 -6.7671  0.217
H: -0.1032 0.6051 6.7717  0.209
H: -3.7358 4.3764 -2.3787  0.192
H: -1.7281 4.5500 -5.0430  0.185
H: 4.0205 -0.1858 0.5696  0.210
H: -3.8682 1.8363 -3.6474  0.230
H: 1.0203 -0.9647 -5.0054  0.207
H: -0.4260 -3.0014 -0.0124  0.250
H: -4.1289 3.4042 -4.2669  0.205
H: 2.3789 1.8755 -2.9141  0.186
H: -2.1863 4.6041 -1.5698  0.219
H: -1.5059 -0.4646 7.0074  0.209
H: 3.1076 -3.0196 -3.6492  0.201
H: -1.5366 -2.6314 5.7930  0.198
H: 0.3115 1.3197 -1.1616  0.261
H: 0.0574 -0.9165 7.6067  0.208
H: -2.5082 0.1538 -2.0247  0.179
H: 1.3928 0.0918 0.9759  0.247
H: -2.8959 2.3940 -5.2196  0.211
H: -0.8541 4.7668 -3.5438  0.207
H: 1.7199 -4.2756 -3.1909  0.229

Cartesian forces (eV/Å) of the 6 atoms listed first:
Ca -0.2 2.1 3.9
S -1.4 0.5 -2.3
O 1.0 -0.4 0.6
O 1.3 -0.1 -2.0
O 0.4 -0.5 1.0
O -0.6 -1.6 -5.1

A cluster of 9 separate species, C26H35ClFNO27S in total in a non-equilibrium geometry, computed with ωB97M-V/def2-TZVPD.

calculated total energy	-110377.7926	eV
orbital gap	9.9	eV
total charge	0
SMILES string	O=C(Cl)CNS(=O)(=O)F.O=C1OCCO1.O=C1OCCO1.O=C1OCCO1.O=C1OCCO1.O=C1OCCO1.O=C1OCCO1.O=C1OCCO1.O=C1OCCO1
highest occupied orbital energy	-10.4	eV

Last column: Löwdin charge in e.
Cartesian coordinates (Å):
Cl: -0.5741 -4.3886 2.0596  0.750
S: -3.3167 -2.9891 0.6803  0.543
F: -4.5680 -2.3327 0.0708  -0.112
O: 1.2405 2.9608 7.0332  0.061
O: 2.2740 -4.6323 -4.7777  0.050
O: -3.4241 -2.9194 2.0914  -0.243
O: 0.1282 2.1620 3.2616  0.054
O: 1.0140 1.4442 8.6496  0.058
O: 3.8946 3.3730 1.4568  0.149
O: 1.6724 -8.1628 -8.3266  0.062
O: -0.5980 6.2657 0.8801  0.075
O: -0.2421 -8.5050 -4.1415  0.158
O: -0.2915 5.1106 -0.9915  0.061
O: 1.3477 5.2011 0.5525  0.145
O: -2.1698 -8.6267 -3.0031  0.066
O: 0.5550 0.7132 1.6253  0.044
O: 1.8319 -3.0898 -6.3591  0.161
O: -0.1435 -6.9916 -8.8814  0.058
O: 0.7269 -3.4078 0.0818  0.049
O: 4.9344 4.1453 -0.3816  0.067
O: 1.4138 -2.6674 -4.1884  0.063
O: -3.1356 -4.2447 0.0381  -0.260
O: -4.6366 8.0945 3.5561  0.076
O: 4.5212 5.5263 1.3110  0.066
O: -0.8328 -6.8749 -2.6808  0.047
O: -0.5681 0.0370 3.4536  0.139
O: 0.9980 -8.1036 -10.4758  0.159
O: 1.1813 3.6266 9.1846  0.164
O: -3.5866 6.2464 2.9085  0.052
O: -4.1259 7.8059 1.3828  0.145
N: -2.2095 -1.9207 0.0795  -0.096
C: -4.6394 7.2227 4.6963  -0.103
C: 1.3212 -7.3989 -7.1619  -0.112
C: -0.1673 -3.1902 0.8504  -0.768
C: -1.0050 -8.0423 -3.3541  -0.566
C: 1.1496 2.7635 8.3710  -0.574
C: -0.1090 -7.0201 -7.4497  -0.121
C: 1.3589 -3.4906 -3.0156  -0.120
C: 5.2288 5.4594 -0.8689  -0.110
C: 1.0453 2.8318 2.3599  -0.093
C: -1.6871 5.4642 -0.9693  -0.096
C: -1.7227 6.5922 0.0400  -0.095
C: 5.3728 6.2495 0.4169  -0.109
C: -0.0122 0.8983 2.8384  -0.584
C: 4.4020 4.2642 0.8539  -0.572
C: -4.1222 7.4219 2.5120  -0.569
C: -2.7079 -7.9295 -1.8753  -0.108
C: -2.0655 -6.5651 -2.0006  -0.113
C: -0.9217 -1.8758 0.8203  -0.188
C: 1.3911 1.6849 6.4008  -0.111
C: 1.8412 -3.4279 -5.2198  -0.578
C: 0.2548 5.5043 0.1783  -0.579
C: -3.5468 6.2323 4.3436  -0.100
C: 0.9146 2.0132 1.1017  -0.086
C: 2.3430 -4.5912 -3.3472  -0.104
C: 0.7834 0.7452 7.4201  -0.110
C: 0.8598 -7.7832 -9.3403  -0.573
H: -0.2915 0.6193 7.2820  0.134
H: 1.8383 1.9623 0.5351  0.132
H: -2.6483 -5.8831 -2.6212  0.135
H: 5.0443 7.2812 0.3290  0.133
H: 1.6306 -2.9204 -2.1345  0.112
H: 0.8791 1.6654 5.4447  0.107
H: 2.0465 2.7900 2.7814  0.123
H: -2.6432 -1.0094 0.2155  0.115
H: -2.5594 6.5603 4.6696  0.137
H: -0.8167 -7.7727 -7.0963  0.129
H: -1.5469 7.5671 -0.4162  0.141
H: -0.2973 -1.1792 0.2835  0.118
H: -4.4370 7.7829 5.6041  0.135
H: 1.9778 -6.5344 -7.0976  0.127
H: -2.0211 5.7578 -1.9599  0.134
H: -1.0170 -1.5035 1.8369  0.094
H: 2.4545 1.4937 6.2421  0.137
H: 1.4248 -7.9947 -6.2594  0.121
H: 3.3636 -4.3434 -3.0510  0.134
H: 6.1318 5.4487 -1.4727  0.132
H: 6.3912 6.2298 0.8081  0.133
H: -2.6413 6.6362 0.6269  0.092
H: 0.7620 3.8645 2.2305  0.111
H: 2.0710 -5.5531 -2.9220  0.131
H: -3.7922 -7.8999 -1.9262  0.134
H: 0.1123 2.3621 0.4480  0.130
H: -3.7321 5.2310 4.7208  0.134
H: -2.4074 -8.4513 -0.9657  0.135
H: 1.2555 -0.2329 7.4401  0.132
H: 0.3419 -3.8678 -2.8973  0.128
H: 4.3924 5.8021 -1.4795  0.133
H: -5.6211 6.7544 4.7751  0.134
H: -2.2587 4.5939 -0.6420  0.132
H: -0.3838 -6.0509 -7.0404  0.130
H: -1.8733 -6.0946 -1.0420  0.109

Cartesian forces (eV/Å) of the 6 atoms listed first:
Cl -0.1 0.2 0.1
S 0.9 -1.0 0.3
F -0.5 0.4 -0.3
O 0.0 -0.1 0.0
O 0.0 0.0 0.0
O -0.3 0.2 0.0